A cluster of 13 separate species, C70H85N9O26 in total. Source: the OMol25 dataset; level of theory: wB97M-V/def2-TZVPD.

```
! wB97M-V def2-TZVPD RIJCOSX def2/J DEFGRID3
* xyz -1 2
C 4.840 -4.014 -0.812
C 3.536 -3.979 -0.326
C 2.471 -3.604 -1.187
C 2.743 -3.286 -2.527
C 4.040 -3.329 -2.969
C 5.053 -3.699 -2.151
N 1.763 -2.843 -3.502
O 2.133 -2.279 -4.519
O 0.574 -3.100 -3.310
H 5.610 -4.429 -0.179
H 3.498 -4.303 0.704
H 1.425 -3.554 -0.920
H 4.243 -3.054 -3.994
H 6.063 -3.747 -2.532
C 3.970 -0.008 -5.835
C 4.368 -0.426 -7.068
C 3.949 0.270 -8.141
C 3.208 1.506 -8.055
C 2.772 1.874 -6.745
C 3.315 1.204 -5.628
N 2.880 2.222 -9.254
O 3.373 1.897 -10.313
O 2.103 3.158 -9.168
H 4.381 -0.573 -5.011
H 4.893 -1.369 -7.045
H 4.295 0.050 -9.140
H 2.110 2.697 -6.520
H 3.031 1.605 -4.666
C -3.431 2.464 -1.953
C -2.762 3.613 -1.447
C -2.893 4.753 -2.123
C -3.648 4.870 -3.291
C -4.427 3.813 -3.701
C -4.221 2.551 -3.087
N -3.652 6.245 -3.954
O -2.827 7.066 -3.631
O -4.519 6.450 -4.785
H -3.231 1.482 -1.550
H -2.114 3.616 -0.583
H -2.313 5.555 -1.690
H -5.083 3.844 -4.559
H -4.633 1.654 -3.525
C 0.523 0.800 4.078
C 1.877 1.075 3.790
C 2.639 1.490 4.887
C 2.103 1.836 6.109
C 0.730 1.631 6.301
C -0.044 1.139 5.295
N 2.925 2.517 7.139
O 2.322 2.859 8.176
O 4.037 2.748 6.888
H -0.170 0.317 3.405
H 2.270 0.805 2.821
H 3.656 1.754 4.637
H 0.160 1.780 7.206
H -1.095 0.948 5.455
C -5.031 -0.578 4.026
C -5.940 0.470 4.138
C -7.319 0.190 4.094
C -7.781 -1.144 3.904
C -6.782 -2.172 3.821
C -5.442 -1.869 3.837
N -9.186 -1.511 3.717
O -10.073 -0.678 3.817
O -9.435 -2.694 3.631
H -3.967 -0.395 4.004
H -5.602 1.495 4.132
H -7.969 1.052 4.135
H -7.033 -3.208 3.645
H -4.690 -2.609 3.605
C 11.138 -1.148 -3.259
C 10.128 -2.096 -3.283
C 8.774 -1.681 -3.339
C 8.509 -0.309 -3.402
C 9.556 0.623 -3.444
C 10.884 0.203 -3.336
N 7.183 0.177 -3.526
O 6.975 1.385 -3.331
O 6.259 -0.641 -3.750
H 12.152 -1.507 -3.358
H 10.378 -3.146 -3.262
H 8.060 -2.480 -3.471
H 9.348 1.662 -3.652
H 11.688 0.922 -3.382
C -3.912 4.882 6.606
C -3.591 5.678 5.441
C -3.057 5.052 4.297
C -3.004 3.648 4.309
C -3.348 2.922 5.467
C -3.755 3.520 6.632
N -2.780 3.028 2.953
O -2.608 1.804 2.888
O -2.738 3.752 1.944
H -4.382 5.343 7.462
H -3.739 6.748 5.470
H -2.723 5.619 3.440
H -3.370 1.842 5.497
H -4.070 2.974 7.509
C -5.025 -3.261 0.058
C -3.750 -3.721 -0.216
C -3.305 -4.886 0.380
C -4.123 -5.633 1.214
C -5.441 -5.136 1.535
C -5.925 -4.005 0.884
N -3.730 -6.915 1.822
O -4.623 -7.714 2.130
O -2.534 -7.135 2.011
H -5.428 -2.418 -0.484
H -3.081 -3.112 -0.806
H -2.324 -5.176 0.034
H -6.008 -5.648 2.299
H -6.963 -3.750 1.040
C -0.935 -2.668 5.857
C -1.878 -3.043 4.955
C -1.493 -3.094 3.593
C -0.147 -2.868 3.221
C 0.781 -2.546 4.213
C 0.355 -2.449 5.552
N 0.279 -2.999 1.884
O -0.470 -3.431 1.048
O 1.425 -2.724 1.638
H -1.320 -2.673 6.866
H -2.923 -3.185 5.187
H -2.299 -3.318 2.910
H 1.810 -2.268 4.039
H 1.090 -2.201 6.303
C 6.958 -0.347 -0.006
O 6.631 0.449 1.049
C 5.508 0.018 1.830
C 5.876 -1.228 2.530
O 4.956 -1.462 3.618
C 5.218 -2.567 4.387
H 6.240 -1.081 -0.370
H 7.822 -0.945 0.284
H 7.153 0.246 -0.900
H 4.609 -0.040 1.216
H 5.163 0.801 2.506
H 6.848 -1.101 3.007
H 6.093 -2.061 1.862
H 4.495 -2.584 5.203
H 6.192 -2.616 4.874
H 5.200 -3.476 3.786
C -0.204 4.927 -5.048
O 0.212 3.624 -5.307
C 0.343 2.843 -4.078
C 1.175 3.335 -2.933
O 2.526 3.574 -3.388
C 3.399 4.091 -2.395
H -1.130 4.911 -4.474
H -0.266 5.470 -5.992
H 0.482 5.416 -4.356
H 0.711 1.844 -4.312
H -0.668 2.644 -3.721
H 1.182 2.651 -2.083
H 0.808 4.253 -2.474
H 3.773 3.303 -1.741
H 2.958 4.872 -1.776
H 4.332 4.515 -2.764
C 3.621 0.078 -1.563
O 2.200 0.313 -1.489
C 1.605 0.174 -0.212
C 0.128 -0.138 -0.279
O -0.484 -0.145 1.031
C -1.775 -0.702 1.165
H 3.906 -0.910 -1.201
H 4.180 0.807 -0.975
H 3.997 -0.019 -2.581
H 1.839 1.142 0.231
H 2.053 -0.571 0.446
H 0.005 -1.116 -0.744
H -0.477 0.520 -0.903
H -2.501 -0.059 0.667
H -2.076 -0.614 2.209
H -1.924 -1.707 0.770
C -8.531 -2.852 -1.882
O -7.528 -2.434 -2.811
C -7.334 -1.053 -3.136
C -7.307 0.007 -1.963
O -6.205 -0.295 -1.018
C -6.145 0.576 0.133
H -8.622 -3.933 -1.989
H -9.506 -2.370 -1.955
H -8.234 -2.669 -0.849
H -8.060 -0.727 -3.881
H -6.407 -1.117 -3.705
H -8.281 0.251 -1.539
H -6.928 0.874 -2.503
H -7.092 0.716 0.656
H -5.967 1.590 -0.224
H -5.279 0.394 0.770
*
```

Properties
HOMO-LUMO gap (spin up / spin down) = 1.9 / 5.4 eV
⟨S²⟩ = 0.767
Electronic energy = -5166.3132 hartree